1.
Formula: C5H12NS
Source: the OMol25 dataset
Level of theory: ωB97M-V/def2-TZVPD

- Relative energy (zero: lowest compared OMol25 entry of this formula, charge and spin): 5.195 eV
- Lowest unoccupied orbital energy (spin up / spin down): -4.80 / -6.15 eV
- Net charge: +1
- M: 118.22 g mol⁻¹

XYZ file:
```
19
Properties=species:S:1:pos:R:3:nbo_charge:R:1
C -0.37606 0.46520 0.68285 0.2079
C -1.05809 -0.68540 1.35939 -0.6355
C -1.16386 1.84027 0.65941 -0.6321
C 1.08360 0.70653 -1.57386 -0.4317
C 0.79023 -2.11987 -0.63335 -0.3175
N 0.71466 0.25968 -0.19502 -0.4417
S 1.43911 0.64913 1.22134 0.4505
H -1.70839 -0.44724 2.11953 0.2558
H -0.28775 -1.35244 1.60301 0.2277
H -1.61998 -1.14680 0.58995 0.2314
H -0.84296 2.48512 1.44382 0.2573
H -2.21369 1.52318 0.70101 0.2408
H -0.93826 2.28450 -0.30443 0.2266
H 1.74720 1.54585 -1.45440 0.2398
H 1.83279 -0.03657 -1.94924 0.2427
H 0.24627 0.90376 -2.24996 0.2520
H 1.85298 -2.33050 -0.41767 0.2117
H 0.04605 -2.58070 0.08714 0.2078
H 0.45616 -1.96370 -1.68954 0.2065
```

2.
Formula: C12H20N3OS2
Source: the OMol25 dataset
Level of theory: ωB97M-V/def2-TZVPD

- Lowest unoccupied orbital energy: -3.40 eV
- Net charge: +1
- M: 286.45 g mol⁻¹

XYZ file:
```
38
Properties=species:S:1:pos:R:3:nbo_charge:R:1
C 0.06706 0.58362 3.80482 -0.1222
C -0.45451 0.63245 2.72852 -0.0971
C -1.08386 0.66625 1.40366 -0.2873
N -0.11759 0.21252 0.39628 -0.3127
C -0.04331 -1.04450 -0.19210 0.3716
C -1.00520 -2.15780 0.08067 -0.1109
O -2.08939 -2.04026 -0.81101 -0.5242
C -3.40087 -2.01223 -0.24842 -0.0703
C -4.04565 -0.61875 -0.24669 -0.4357
C -3.57358 0.28721 -1.39848 -0.6126
N 0.95288 -1.06790 -1.01644 -0.2026
N 1.52802 0.14999 -0.97449 -0.1296
C 2.69019 0.45686 -1.80466 -0.2276
C 4.05391 0.20421 -1.13944 -0.4284
C 4.18997 0.46672 0.36465 -0.5283
S 4.76746 2.17237 0.66753 -0.0275
C 0.87051 0.93712 -0.13309 0.2791
S 1.18415 2.62126 0.24841 0.0993
H 0.64803 0.44148 4.68768 0.2560
H -1.41315 1.66910 1.14304 0.2635
H -1.92806 -0.01662 1.41185 0.2623
H -1.29968 -2.11935 1.13299 0.1999
H -0.50197 -3.11012 -0.09437 0.2314
H -3.42621 -2.44248 0.75685 0.1798
H -4.01045 -2.66391 -0.87497 0.2041
H -3.91216 -0.09509 0.70190 0.1864
H -5.11905 -0.77216 -0.35919 0.2299
H -3.18982 -0.27316 -2.24784 0.2261
H -2.82553 1.01278 -1.07142 0.1812
H -4.41811 0.87693 -1.75615 0.2278
H 2.61145 -0.23265 -2.64350 0.2539
H 2.56855 1.45824 -2.20878 0.2397
H 4.39831 -0.80378 -1.36517 0.2322
H 4.75413 0.87533 -1.64159 0.2426
H 3.29820 0.22125 0.94133 0.2089
H 4.97584 -0.18696 0.73813 0.2411
H 3.96874 2.56406 1.67092 0.1277
H 0.33075 3.14798 -0.65140 0.1726
```

3.
Formula: C25H57N10OV
Source: the OMol25 dataset
Level of theory: ωB97M-V/def2-TZVPD

- Lowest unoccupied orbital energy (spin up / spin down): -5.27 / -4.47 eV
- Net charge: +2
- 2S+1: 3
- ⟨S²⟩: 2.0134
- M: 564.74 g mol⁻¹

XYZ file:
```
94
Properties=species:S:1:pos:R:3:mulliken_spin:R:1
V -0.02299 -0.65080 -0.00524 2.0165
C 4.31680 -2.91556 0.82030 0.0000
N 4.28509 -1.61454 0.16751 -0.0006
C 5.58850 -1.07360 -0.19876 0.0002
C 3.13192 -1.05499 -0.32934 0.0468
N 2.07479 -0.78760 0.41805 -0.0970
C 2.15091 -1.19941 1.82977 0.0432
C 1.19204 -0.40732 2.70052 0.0375
N -0.13385 -0.22241 2.05444 -0.0043
C -1.14703 -1.20326 2.48534 0.0505
C -2.42093 -1.05184 1.66326 0.0051
N -2.12920 -0.78616 0.23988 -0.0484
C -3.10876 -1.08128 -0.60024 0.0254
N -2.93605 -1.14228 -1.94775 -0.0209
C -4.06826 -0.95560 -2.86018 0.0005
C -1.65876 -1.28178 -2.62279 0.0525
N -4.37596 -1.34974 -0.14922 0.0009
C -5.09888 -0.43481 0.72197 -0.0003
C -5.11999 -2.52619 -0.58124 -0.0001
C -0.58560 1.17506 2.23310 0.0101
C 0.21800 2.03369 1.29268 0.0334
N 0.00549 1.48746 -0.05427 -0.0454
C 0.13947 2.36811 -1.04494 -0.0353
N 1.05991 3.35583 -1.01393 -0.0010
C 2.34791 3.18733 -0.35496 0.0019
C 0.82698 4.67845 -1.58753 -0.0002
N -0.67452 2.29833 -2.12482 0.0082
C -2.08761 1.98656 -1.99363 0.0145
C -0.24770 2.66977 -3.46559 0.0011
N 3.15996 -0.75013 -1.65025 -0.0118
C 3.98224 -1.50742 -2.59057 0.0000
C 2.16029 0.08138 -2.27328 0.0239
H 5.03779 -3.55298 0.30338 0.0000
H 3.34905 -3.40080 0.75267 -0.0001
H 4.61334 -2.84978 1.86919 0.0000
H 6.19100 -0.96602 0.70453 0.0000
H 5.47400 -0.09119 -0.65011 0.0000
H 6.13006 -1.72291 -0.89128 -0.0001
H 3.15796 -1.07545 2.22918 0.0025
H 1.89362 -2.25763 1.90727 -0.0367
H 1.60598 0.57612 2.90862 -0.0008
H 1.06486 -0.90919 3.66278 -0.0002
H -1.37312 -1.09394 3.55067 0.0064
H -0.71300 -2.19088 2.33316 -0.0254
H -3.02164 -0.25199 2.09562 0.0002
H -3.00987 -1.96584 1.77264 0.0004
H -4.91009 -0.51607 -2.33766 -0.0001
H -4.38093 -1.89415 -3.31969 0.0004
H -3.76946 -0.27234 -3.65515 -0.0005
H -0.86222 -0.68594 -2.17585 0.0034
H -1.77857 -0.92101 -3.64287 0.0017
H -1.30764 -2.31028 -2.65557 0.0046
H -4.58232 0.52087 0.77900 -0.0002
H -5.23475 -0.83467 1.72946 -0.0003
H -6.08689 -0.25188 0.29420 -0.0001
H -4.47787 -3.18872 -1.15611 0.0000
H -5.99402 -2.26305 -1.18124 -0.0001
H -5.46461 -3.07106 0.29918 0.0001
H -0.46686 1.48223 3.27639 -0.0019
H -1.63753 1.24122 1.96763 -0.0067
H 1.26953 2.02111 1.59034 -0.0063
H -0.12141 3.07091 1.35710 -0.0001
H 2.52570 2.13637 -0.14629 0.0050
H 2.40139 3.75609 0.57547 -0.0002
H 3.13109 3.55017 -1.02239 0.0001
H -0.22012 4.79510 -1.85016 0.0000
H 1.44462 4.85168 -2.47017 -0.0001
H 1.07902 5.43037 -0.83950 -0.0001
H -2.31526 1.73723 -0.96188 0.0014
H -2.36000 1.14804 -2.62702 -0.0046
H -2.67901 2.85237 -2.30305 0.0004
H 0.82927 2.80703 -3.49620 0.0000
H -0.73421 3.58542 -3.80750 0.0000
H -0.51428 1.86622 -4.15550 -0.0005
H 4.39063 -2.39330 -2.11482 0.0000
H 4.79946 -0.90350 -2.98776 0.0004
H 3.35327 -1.82850 -3.42169 0.0003
H 1.74832 0.76445 -1.54285 0.0476
H 1.36102 -0.52179 -2.71979 -0.0146
H 2.62302 0.66691 -3.07035 0.0030
C 0.61265 -4.39163 -1.60124 -0.0031
C -0.12990 -3.82231 -0.39498 0.0017
C 0.45779 -4.41004 0.88221 -0.0012
C -1.61631 -4.16134 -0.46627 -0.0013
O 0.03036 -2.40578 -0.43071 -0.0816
H 0.53365 -5.47856 -1.62977 -0.0008
H 1.67065 -4.12512 -1.55029 -0.0008
H 0.20770 -3.99804 -2.53521 0.0005
H 0.34328 -5.49437 0.87402 -0.0001
H -0.04383 -4.03733 1.77658 0.0010
H 1.52181 -4.19420 0.95836 -0.0010
H -1.75318 -5.24291 -0.45090 0.0001
H -2.06491 -3.77975 -1.38426 0.0014
H -2.15348 -3.74093 0.38754 0.0002
```

4.
Formula: C5H8N2
Source: the OMol25 dataset
Level of theory: ωB97M-V/def2-TZVPD

- Relative energy (zero: lowest compared OMol25 entry of this formula, charge and spin): 3.538 eV
- Lowest unoccupied orbital energy: 0.11 eV
- SMILES: C[C@]1(N)C=C=CN1
- M: 96.13 g mol⁻¹

XYZ file:
```
15
Properties=species:S:1:pos:R:3:nbo_charge:R:1
C 0.09429 -0.25146 -1.43531 -0.5942
C 1.81510 0.57981 0.98612 -0.4134
C 1.21412 -0.65602 1.41998 0.1528
N 0.00764 -0.92632 0.93047 -0.5232
C -0.36105 0.13203 0.01018 0.1694
N -1.79368 0.35280 0.02902 -0.8293
C 0.75574 1.11297 0.29813 -0.1847
H -0.69010 -0.85912 -1.88060 0.2149
H 0.27279 0.62752 -2.06904 0.2184
H 1.04179 -0.79723 -1.38874 0.2348
H 1.66555 -1.39457 2.08528 0.1967
H -0.59728 -1.70620 1.15285 0.4211
H -2.11807 0.78278 0.89096 0.3722
H -2.04780 0.97601 -0.73034 0.3714
H 0.74096 2.02698 -0.29897 0.1932
```

5.
Formula: C3H7NO2
Source: the OMol25 dataset
Level of theory: ωB97M-V/def2-TZVPD

- Relative energy (zero: lowest compared OMol25 entry of this formula, charge and spin): 0.661 eV
- Lowest unoccupied orbital energy: 0.76 eV
- SMILES: NC(=O)CCO
- M: 89.09 g mol⁻¹

XYZ file:
```
13
Properties=species:S:1:pos:R:3:nbo_charge:R:1
N -0.20773 0.53665 1.55501 -0.8474
C 0.86755 -0.07544 0.95443 0.6753
O 1.87010 -0.34671 1.58201 -0.5978
C 0.72098 -0.45971 -0.51004 -0.5432
C -0.47794 0.09666 -1.26191 -0.0702
O -1.72606 -0.40158 -0.81580 -0.7199
H -0.01633 0.91923 2.46844 0.4048
H -0.86580 1.05987 1.00049 0.3921
H 0.70107 -1.55426 -0.55725 0.2424
H 1.65450 -0.15245 -0.99239 0.2482
H -0.46955 1.19812 -1.22583 0.1534
H -0.39096 -0.18693 -2.31383 0.1919
H -1.65982 -0.63345 0.11668 0.4704
```

6.
Formula: C7H16O3
Source: the OMol25 dataset
Level of theory: ωB97M-V/def2-TZVPD

- Relative energy (zero: lowest compared OMol25 entry of this formula, charge and spin): 0.839 eV
- Lowest unoccupied orbital energy: 0.71 eV
- SMILES: C=C(O)/C=C/CCC.O.O
- M: 148.20 g mol⁻¹

XYZ file:
```
26
Properties=species:S:1:pos:R:3:nbo_charge:R:1
C -0.25130 -0.26915 -3.20395 -0.6115
C 0.89053 -1.02046 -2.53095 -0.3841
C 0.40570 -2.02640 -1.48089 -0.4376
C -1.53961 -0.50404 2.36528 -0.5129
C -0.28419 -0.37873 1.95443 0.2910
O 0.62001 0.46198 2.56079 -0.7310
C 0.34601 -1.08587 0.82795 -0.2663
C -0.26884 -1.34720 -0.31958 -0.1372
H -0.95603 -0.96553 -3.66493 0.2027
H -0.80964 0.34599 -2.49043 0.2000
H 0.11346 0.39424 -3.99056 0.2134
H 1.57084 -0.31278 -2.04768 0.1967
H 1.48335 -1.53637 -3.29015 0.2040
H -0.29789 -2.72275 -1.95344 0.2071
H 1.24391 -2.62666 -1.12380 0.2117
H -2.20303 -1.20338 1.87915 0.2099
H -1.93151 0.07697 3.19380 0.2069
H 0.15981 1.16899 3.05408 0.5206
H 1.38783 -1.36451 0.96186 0.2143
H -1.29960 -1.03397 -0.46932 0.2014
H -1.22390 3.44259 2.86358 0.4788
H 0.11963 3.14291 2.18202 0.5049
O -0.37915 3.00797 3.00777 -0.9799
H 1.21724 1.69075 1.21950 0.4960
H 0.76282 2.17782 -0.16985 0.4777
O 1.12356 2.48759 0.66533 -0.9765
```

7.
Formula: C5H10I2
Source: the OMol25 dataset
Level of theory: ωB97M-V/def2-TZVPD

- Relative energy (zero: lowest compared OMol25 entry of this formula, charge and spin): 2.259 eV
- Lowest unoccupied orbital energy: 0.44 eV
- M: 323.94 g mol⁻¹

XYZ file:
```
17
Properties=species:S:1:pos:R:3:nbo_charge:R:1
C -0.07329 0.06232 2.16830 -0.6996
C -0.92219 -1.16406 -0.59017 -0.7116
C 0.68417 0.39590 -1.97365 -0.7210
C 0.55307 0.84178 1.04903 -0.2477
C -0.38159 0.18335 -0.95696 0.0126
I 2.54050 0.06891 0.99525 0.0575
I -1.98318 1.57049 -0.90000 0.1188
H 0.20243 -1.01580 2.16425 0.2161
H -1.14579 -0.02724 2.01297 0.2188
H 0.23945 0.45145 3.07605 0.2256
H -1.34215 -1.50670 -1.58638 0.2234
H -1.65587 -1.20477 0.15173 0.2280
H -0.19795 -1.86576 -0.28322 0.2271
H 0.67758 1.40657 -2.22799 0.2284
H 1.56331 0.19226 -1.39404 0.2426
H 0.65717 -0.22538 -2.78242 0.2212
H 0.58433 1.83668 1.07726 0.1595
```

8.
Formula: C20H26BrN2O2OsP
Source: the OMol25 dataset
Level of theory: ωB97M-V/def2-TZVPD

- Relative energy (zero: lowest compared OMol25 entry of this formula, charge and spin): 2.655 eV
- Lowest unoccupied orbital energy (spin up / spin down): -9.15 / -8.72 eV
- Net charge: +2
- M: 627.55 g mol⁻¹

XYZ file:
```
53
Properties=species:S:1:pos:R:3:nbo_charge:R:1
Os -0.79926 -0.68213 0.26434 0.9737
C 4.96628 0.23247 0.37035 -0.6435
C 3.64041 0.24567 1.06886 0.0030
C 3.45813 0.89987 2.28397 -0.0976
C 2.21364 0.91974 2.89294 -0.2335
C 1.19519 0.26820 2.24342 0.1295
Br -0.55324 0.18930 2.94521 0.2716
N 1.32330 -0.36633 1.08615 -0.4836
C 2.53380 -0.37922 0.51562 0.0751
H 5.78346 0.13013 1.08240 0.2510
H 5.11469 1.17926 -0.15297 0.2515
H 5.03373 -0.57318 -0.35844 0.2321
H 4.29666 1.39143 2.76183 0.2539
H 2.04131 1.42253 3.83360 0.2652
H 2.62220 -0.92095 -0.41225 0.2092
C -2.14667 -4.02747 -0.15173 -0.9442
P -1.91273 -2.64642 0.99482 1.0831
C -3.57564 -2.18285 1.53446 -0.9520
C -1.13106 -3.41890 2.43847 -0.9523
H -2.77144 -4.77700 0.33513 0.2728
H -1.18817 -4.47907 -0.40665 0.2637
H -2.64614 -3.70051 -1.06323 0.2581
H -4.04405 -3.03446 2.02877 0.2690
H -4.17444 -1.88528 0.67369 0.2696
H -3.53198 -1.34012 2.22294 0.2614
H -1.62814 -4.36949 2.63808 0.2647
H -1.22730 -2.78183 3.31562 0.2585
H -0.07554 -3.60887 2.24608 0.2588
O -2.73383 0.68792 0.52112 -0.6200
C -2.00790 1.69506 0.31134 0.7032
C -2.31751 3.16101 0.33905 -0.5154
C -0.94622 3.79128 0.04253 -0.5131
C 0.01374 2.61318 -0.10062 0.7047
O 1.20090 2.64123 -0.27819 -0.5491
N -0.74046 1.44736 0.03208 -0.6790
H -2.72855 3.44672 1.30744 0.2709
H -3.07963 3.38987 -0.40707 0.2697
H -0.58903 4.43916 0.84150 0.2676
H -0.92903 4.37820 -0.87500 0.2630
C -0.44998 -1.50669 -1.65627 -0.5480
C -0.06843 -0.26400 -2.28048 -0.0930
C -1.08278 0.63227 -2.73192 -0.1154
C -0.74708 1.79664 -3.37016 -0.2439
C 0.60106 2.11329 -3.57593 -0.0571
C 1.61490 1.22994 -3.17348 -0.2105
C 1.29226 0.07135 -2.52409 -0.0683
H 0.32402 -2.27309 -1.61464 0.2377
H -1.38338 -1.91394 -2.04112 0.2392
H -2.12382 0.37111 -2.57787 0.2335
H -1.51735 2.46608 -3.72933 0.2494
H 0.86736 3.04887 -4.05025 0.2475
H 2.64817 1.46388 -3.38930 0.2492
H 2.06556 -0.63121 -2.25078 0.2087
```

Question: Number 5 is which compound?
Answer: C3H7NO2

Please write out number 8 again, unchanged.
Formula: C20H26BrN2O2OsP
Source: the OMol25 dataset
Level of theory: ωB97M-V/def2-TZVPD

- Relative energy (zero: lowest compared OMol25 entry of this formula, charge and spin): 2.655 eV
- Lowest unoccupied orbital energy (spin up / spin down): -9.15 / -8.72 eV
- Net charge: +2
- M: 627.55 g mol⁻¹

XYZ file:
```
53
Properties=species:S:1:pos:R:3:nbo_charge:R:1
Os -0.79926 -0.68213 0.26434 0.9737
C 4.96628 0.23247 0.37035 -0.6435
C 3.64041 0.24567 1.06886 0.0030
C 3.45813 0.89987 2.28397 -0.0976
C 2.21364 0.91974 2.89294 -0.2335
C 1.19519 0.26820 2.24342 0.1295
Br -0.55324 0.18930 2.94521 0.2716
N 1.32330 -0.36633 1.08615 -0.4836
C 2.53380 -0.37922 0.51562 0.0751
H 5.78346 0.13013 1.08240 0.2510
H 5.11469 1.17926 -0.15297 0.2515
H 5.03373 -0.57318 -0.35844 0.2321
H 4.29666 1.39143 2.76183 0.2539
H 2.04131 1.42253 3.83360 0.2652
H 2.62220 -0.92095 -0.41225 0.2092
C -2.14667 -4.02747 -0.15173 -0.9442
P -1.91273 -2.64642 0.99482 1.0831
C -3.57564 -2.18285 1.53446 -0.9520
C -1.13106 -3.41890 2.43847 -0.9523
H -2.77144 -4.77700 0.33513 0.2728
H -1.18817 -4.47907 -0.40665 0.2637
H -2.64614 -3.70051 -1.06323 0.2581
H -4.04405 -3.03446 2.02877 0.2690
H -4.17444 -1.88528 0.67369 0.2696
H -3.53198 -1.34012 2.22294 0.2614
H -1.62814 -4.36949 2.63808 0.2647
H -1.22730 -2.78183 3.31562 0.2585
H -0.07554 -3.60887 2.24608 0.2588
O -2.73383 0.68792 0.52112 -0.6200
C -2.00790 1.69506 0.31134 0.7032
C -2.31751 3.16101 0.33905 -0.5154
C -0.94622 3.79128 0.04253 -0.5131
C 0.01374 2.61318 -0.10062 0.7047
O 1.20090 2.64123 -0.27819 -0.5491
N -0.74046 1.44736 0.03208 -0.6790
H -2.72855 3.44672 1.30744 0.2709
H -3.07963 3.38987 -0.40707 0.2697
H -0.58903 4.43916 0.84150 0.2676
H -0.92903 4.37820 -0.87500 0.2630
C -0.44998 -1.50669 -1.65627 -0.5480
C -0.06843 -0.26400 -2.28048 -0.0930
C -1.08278 0.63227 -2.73192 -0.1154
C -0.74708 1.79664 -3.37016 -0.2439
C 0.60106 2.11329 -3.57593 -0.0571
C 1.61490 1.22994 -3.17348 -0.2105
C 1.29226 0.07135 -2.52409 -0.0683
H 0.32402 -2.27309 -1.61464 0.2377
H -1.38338 -1.91394 -2.04112 0.2392
H -2.12382 0.37111 -2.57787 0.2335
H -1.51735 2.46608 -3.72933 0.2494
H 0.86736 3.04887 -4.05025 0.2475
H 2.64817 1.46388 -3.38930 0.2492
H 2.06556 -0.63121 -2.25078 0.2087
```

Question: What is the M in the first record?
Answer: 118.22 g mol⁻¹

Question: Which value of M does entry 1 give?
Answer: 118.22 g mol⁻¹